Version a
{"formula": "CH2O4S", "method": "ωB97M-V with the def2-TZVPD basis set", "elements": ["C", "O", "O", "O", "O", "S", "H", "H"], "xyz": [[-1.299, -0.641, 0.147], [2.734, -0.554, -0.910], [1.327, 1.242, -0.269], [-0.205, -1.148, 0.017], [-1.537, 0.852, 0.193], [1.921, 0.019, 0.108], [-2.269, -1.199, 0.384], [-0.672, 1.429, 0.330]], "gap_ev": 10.92, "lumo_ev": -0.3959}



Version b
{"formula": "CH2O4S", "method": "ωB97M-V with the def2-TZVPD basis set", "elements": ["C", "O", "O", "O", "O", "S", "H", "H"], "xyz": [[2.069, 1.310, 0.217], [2.829, 0.621, -0.249], [-0.899, 0.604, -0.779], [-0.301, -1.795, -0.736], [-0.115, -0.395, 1.304], [-0.755, -0.730, 0.079], [-0.737, 1.350, -0.198], [-2.091, -0.965, 0.362]], "gap_ev": 12.57, "lumo_ev": 0.4258}



Stability, lowest: version b



Version a
{"formula": "C20H21N3O3", "method": "ωB97M-V with the def2-TZVPD basis set", "elements": ["C", "O", "C", "C", "C", "C", "O", "C", "C", "C", "C", "C", "O", "N", "C", "C", "C", "N", "C", "C", "C", "C", "C", "C", "N", "C", "H", "H", "H", "H", "H", "H", "H", "H", "H", "H", "H", "H", "H", "H", "H", "H", "H", "H", "H", "H", "H"], "xyz": [[-5.709, -2.309, -0.613], [-5.772, -0.906, -0.667], [-4.656, -0.192, -0.341], [-4.784, 1.196, -0.387], [-3.720, 2.015, -0.070], [-2.495, 1.473, 0.304], [-1.389, 2.203, 0.607], [-1.484, 3.606, 0.638], [-2.351, 0.072, 0.354], [-1.077, -0.483, 0.764], [-0.603, -1.704, 0.490], [0.751, -2.080, 0.943], [1.345, -1.521, 1.841], [1.300, -3.117, 0.237], [2.711, -3.405, 0.301], [3.485, -2.719, -0.843], [3.426, -1.239, -0.704], [4.394, -0.500, -0.255], [3.910, 0.784, -0.228], [4.513, 1.970, 0.170], [3.764, 3.126, 0.092], [2.444, 3.118, -0.364], [1.824, 1.952, -0.766], [2.575, 0.791, -0.695], [2.303, -0.515, -1.014], [-3.438, -0.740, 0.027], [-4.972, -2.707, -1.319], [-6.700, -2.660, -0.896], [-5.475, -2.664, 0.396], [-5.736, 1.616, -0.671], [-3.858, 3.084, -0.116], [-0.499, 3.954, 0.948], [-1.719, 4.016, -0.350], [-2.232, 3.945, 1.361], [-0.431, 0.185, 1.320], [-1.150, -2.422, -0.106], [0.791, -3.496, -0.546], [3.068, -3.025, 1.260], [2.863, -4.487, 0.254], [3.065, -3.026, -1.805], [4.530, -3.022, -0.797], [5.530, 1.975, 0.529], [4.203, 4.065, 0.395], [1.898, 4.049, -0.404], [0.800, 1.940, -1.106], [1.419, -0.868, -1.339], [-3.311, -1.808, 0.098]], "gap_ev": 8.14, "lumo_ev": 0.0395}



Version b
{"formula": "C20H21N3O3", "method": "ωB97M-V with the def2-TZVPD basis set", "elements": ["O", "C", "C", "N", "N", "C", "C", "C", "O", "O", "C", "C", "C", "C", "C", "C", "C", "N", "C", "C", "C", "C", "C", "C", "C", "C", "H", "H", "H", "H", "H", "H", "H", "H", "H", "H", "H", "H", "H", "H", "H", "H", "H", "H", "H", "H", "H"], "xyz": [[1.057, 2.643, 2.570], [1.444, 2.195, 1.513], [2.613, 1.195, 1.419], [2.248, 0.063, 0.616], [2.730, -0.007, -0.634], [2.250, -1.099, -1.181], [1.414, -1.768, -0.269], [0.680, -3.009, -0.353], [0.628, -3.758, -1.293], [-0.013, -3.334, 0.786], [-0.054, -2.555, 1.898], [-0.844, -3.028, 2.944], [-0.961, -2.298, 4.107], [-0.301, -1.082, 4.237], [0.487, -0.602, 3.213], [0.638, -1.333, 2.031], [1.423, -0.971, 0.885], [0.934, 2.496, 0.310], [-0.334, 3.169, 0.145], [-1.444, 2.155, -0.147], [-1.215, 1.285, -1.361], [-0.464, 1.639, -2.395], [-0.288, 0.810, -3.631], [-1.399, -0.226, -3.763], [-1.540, -0.976, -2.446], [-1.972, -0.017, -1.338], [3.461, 1.675, 0.925], [2.910, 0.884, 2.424], [2.506, -1.382, -2.181], [-1.355, -3.968, 2.811], [-1.574, -2.670, 4.913], [-0.407, -0.503, 5.141], [0.965, 0.355, 3.328], [1.287, 2.014, -0.506], [-0.546, 3.688, 1.082], [-0.251, 3.905, -0.657], [-2.387, 2.696, -0.272], [-1.557, 1.512, 0.731], [0.063, 2.583, -2.403], [0.684, 0.306, -3.588], [-0.272, 1.465, -4.505], [-2.340, 0.276, -3.999], [-1.171, -0.921, -4.572], [-0.580, -1.429, -2.194], [-2.270, -1.782, -2.538], [-3.039, 0.206, -1.440], [-1.842, -0.497, -0.363]], "gap_ev": 9.13, "lumo_ev": 0.2214}



Stability, lowest: version a



Version a
{"formula": "C4H6ClI", "method": "ωB97M-V with the def2-TZVPD basis set", "elements": ["C", "C", "I", "H", "C", "C", "Cl", "H", "H", "H", "H", "H"], "xyz": [[2.696, 2.691, -2.968], [3.405, 1.841, -2.540], [4.074, 0.110, -1.798], [2.052, 3.412, -3.369], [-0.022, 0.235, -0.924], [0.858, 0.002, 0.260], [0.101, 0.748, 1.822], [-1.104, -0.074, -0.783], [0.473, -0.180, -1.807], [-0.065, 1.283, -1.025], [1.846, 0.567, 0.258], [0.955, -1.032, 0.533]], "gap_ev": 9.97, "lumo_ev": 0.1241}



Version b
{"formula": "C4H6ClI", "method": "ωB97M-V with the def2-TZVPD basis set", "elements": ["C", "C", "C", "C", "Cl", "I", "H", "H", "H", "H", "H", "H"], "xyz": [[-1.058, -0.685, -0.400], [-0.265, -1.588, 0.156], [-2.564, -0.741, -0.532], [3.785, -2.329, 1.081], [-1.058, -2.849, 1.060], [2.233, -1.590, -0.059], [-0.594, 0.165, -0.944], [-2.997, -1.399, 0.284], [-2.907, 0.290, -0.298], [-2.941, -0.841, -1.605], [3.988, -1.648, 1.896], [3.827, -3.436, 1.049]], "gap_ev": [7.50, 7.67], "lumo_ev": [-0.6821, -0.9533]}



Stability, lowest: version b



Version a
{"formula": "C19H32N2O5", "method": "ωB97M-V with the def2-TZVPD basis set", "elements": ["C", "C", "O", "C", "C", "C", "C", "C", "O", "N", "C", "C", "C", "C", "O", "N", "C", "C", "C", "O", "C", "C", "C", "C", "C", "O", "H", "H", "H", "H", "H", "H", "H", "H", "H", "H", "H", "H", "H", "H", "H", "H", "H", "H", "H", "H", "H", "H", "H", "H", "H", "H", "H", "H", "H", "H", "H", "H"], "xyz": [[1.736, 1.431, 0.865], [3.227, 1.322, 0.603], [3.871, 0.334, 1.392], [3.572, -0.993, 1.064], [4.657, -2.009, 1.432], [3.531, -2.988, 1.828], [2.573, -1.784, 1.960], [1.175, -1.966, 1.427], [0.971, -2.528, 0.359], [0.183, -1.430, 2.175], [-1.223, -1.479, 1.830], [-1.558, -1.152, 0.375], [-2.967, -0.479, 0.421], [-2.873, 0.887, -0.247], [-2.914, 1.937, 0.368], [-2.692, 0.816, -1.598], [-2.213, 1.946, -2.348], [-0.785, 2.370, -2.070], [0.287, 1.389, -2.545], [-0.196, 0.058, -2.515], [0.836, -0.885, -2.716], [-2.753, 2.067, -3.742], [-3.230, 2.999, -2.660], [-3.339, -0.375, 1.904], [-1.994, -0.418, 2.612], [-2.018, -0.639, 4.009], [1.327, 2.302, 0.350], [1.199, 0.549, 0.510], [1.544, 1.547, 1.933], [3.415, 1.121, -0.460], [3.725, 2.258, 0.856], [3.273, -1.087, 0.013], [5.361, -2.304, 0.657], [5.204, -1.653, 2.306], [3.222, -3.618, 0.995], [3.680, -3.598, 2.716], [2.590, -1.365, 2.968], [0.410, -1.054, 3.081], [-1.636, -2.465, 2.088], [-0.815, -0.462, -0.027], [-1.529, -2.035, -0.258], [-3.695, -1.073, -0.132], [-2.378, -0.075, -1.953], [-0.598, 3.341, -2.534], [-0.703, 2.520, -0.990], [0.590, 1.624, -3.575], [1.182, 1.475, -1.917], [0.392, -1.877, -2.672], [1.318, -0.741, -3.690], [1.592, -0.815, -1.926], [-2.086, 2.458, -4.499], [-3.433, 1.298, -4.081], [-4.221, 2.844, -2.262], [-2.896, 4.027, -2.680], [-3.898, 0.530, 2.129], [-3.933, -1.244, 2.206], [-1.490, 0.544, 2.477], [-2.577, -1.403, 4.189]], "gap_ev": 10.14, "lumo_ev": 0.7542}



Version b
{"formula": "C19H32N2O5", "method": "ωB97M-V with the def2-TZVPD basis set", "elements": ["C", "C", "O", "C", "C", "C", "C", "C", "O", "N", "C", "C", "C", "C", "O", "N", "C", "C", "C", "O", "C", "C", "C", "C", "C", "O", "H", "H", "H", "H", "H", "H", "H", "H", "H", "H", "H", "H", "H", "H", "H", "H", "H", "H", "H", "H", "H", "H", "H", "H", "H", "H", "H", "H", "H", "H", "H", "H"], "xyz": [[-2.205, 0.019, -0.526], [-2.771, 1.267, -1.169], [-2.967, 2.336, -0.264], [-1.788, 2.977, 0.201], [-1.937, 4.497, 0.376], [-1.193, 4.369, 1.738], [-1.490, 2.862, 1.729], [-0.333, 1.956, 2.100], [0.830, 2.298, 1.965], [-0.677, 0.714, 2.519], [0.268, -0.315, 2.836], [1.328, -0.574, 1.758], [1.455, -2.115, 1.631], [0.956, -2.551, 0.271], [-0.187, -2.917, 0.082], [1.881, -2.429, -0.723], [1.553, -2.544, -2.108], [0.691, -1.454, -2.666], [1.281, -0.081, -2.438], [0.537, 0.847, -3.183], [1.050, 2.138, -3.035], [2.557, -3.238, -2.966], [1.283, -3.934, -2.597], [0.603, -2.694, 2.750], [-0.458, -1.640, 3.012], [-1.129, -1.775, 4.250], [-2.216, -0.818, -1.226], [-1.171, 0.164, -0.201], [-2.804, -0.264, 0.342], [-2.136, 1.590, -2.005], [-3.757, 1.051, -1.581], [-0.946, 2.698, -0.430], [-1.484, 5.135, -0.385], [-2.983, 4.757, 0.490], [-0.134, 4.559, 1.643], [-1.592, 4.940, 2.574], [-2.404, 2.598, 2.252], [-1.652, 0.488, 2.625], [0.780, -0.078, 3.782], [1.024, -0.110, 0.819], [2.268, -0.104, 2.032], [2.491, -2.443, 1.737], [2.746, -1.955, -0.495], [0.569, -1.605, -3.741], [-0.301, -1.518, -2.217], [1.253, 0.183, -1.368], [2.336, -0.062, -2.763], [0.417, 2.811, -3.608], [1.043, 2.455, -1.982], [2.078, 2.204, -3.416], [2.687, -2.877, -3.972], [3.474, -3.573, -2.510], [1.316, -4.732, -1.878], [0.519, -4.064, -3.344], [0.152, -3.647, 2.491], [1.207, -2.855, 3.650], [-1.222, -1.727, 2.227], [-0.696, -1.219, 4.912]], "gap_ev": 10.04, "lumo_ev": 0.6678}



Stability, lowest: version b